C25H39FI2N2OSbY | ωB97M-V/def2-TZVPD

The electronic energy is -58082.32479 eV. The charge is 0. The calculation puts the gap between HOMO and LUMO at 6.68 eV.

Geometry as XYZ:
```
72
Properties=species:S:1:pos:R:3:forces:R:3:mulliken_charge:R:1
Y 0.0000 0.0000 0.0000 2.145 -1.112 -2.904 -0.13
I 2.5287 -6.0019 4.5003 0.062 -0.091 0.111 0.05
C 1.7819 -4.7487 3.0195 0.087 0.361 -0.034 -0.48
C 1.1632 -5.2848 1.9045 -0.340 0.645 -0.686 -0.38
C 0.6616 -4.4244 0.9133 0.008 -0.837 0.094 -0.77
I -0.2695 -5.4170 -0.7417 0.300 0.711 0.536 -0.02
C 0.7451 -3.0041 0.9808 0.447 -0.853 0.999 1.05
O 0.2740 -2.2239 0.0824 -0.381 0.939 -0.171 -0.27
C 1.3837 -2.5024 2.1584 0.088 -0.310 1.026 0.62
C 1.5677 -1.0016 2.4050 1.217 -0.601 0.356 -0.91
N 0.4031 -0.1439 2.2456 -0.464 2.161 0.486 -0.45
C -0.8261 -0.6279 2.8640 -0.584 0.608 0.841 -0.63
C -2.0995 -0.2231 2.1253 -0.461 -0.213 -0.002 0.97
C -3.2247 0.1671 2.8530 -0.138 0.009 -0.361 -1.13
C -4.4194 0.4135 2.1775 0.233 -0.115 0.008 -0.63
C -4.4687 0.2517 0.7978 0.124 -0.205 0.385 -1.28
C -3.3151 -0.1474 0.1474 0.042 -0.062 0.234 0.12
N -2.1513 -0.3803 0.7775 -1.176 0.284 1.485 0.08
C 1.8994 -3.3725 3.1500 -0.532 0.515 -0.764 -0.86
H 1.0622 -6.3580 1.7919 -0.008 0.132 -0.026 0.34
H 1.9512 -0.8447 3.4209 0.158 -0.348 -0.102 0.54
H 2.3582 -0.6521 1.7293 -0.155 0.290 -0.086 0.34
H 0.6139 0.9179 2.5067 -0.375 -3.058 -0.653 0.25
H -0.8764 -1.7173 2.9596 0.521 0.048 -0.273 0.33
H -0.8571 -0.2362 3.8882 -0.381 -0.160 -0.033 0.42
H -3.1798 0.2534 3.9323 0.089 0.040 -0.099 0.45
H -5.3073 0.7079 2.7267 0.098 0.010 -0.024 0.45
H -5.3825 0.4172 0.2417 0.070 -0.054 0.061 0.63
H -3.2853 -0.3090 -0.9253 -0.391 0.275 0.785 0.26
H 2.3854 -2.9499 4.0238 -0.072 -0.016 -0.072 0.38
C -4.5909 2.3743 -2.1304 0.006 -0.386 0.063 -1.25
C -3.3440 3.2710 -2.1618 -0.297 0.287 -0.129 1.37
C -3.3194 4.0442 -3.4962 0.145 0.011 -0.188 -1.43
C -3.4558 4.2774 -1.0067 0.235 0.004 0.294 -1.70
Sb -1.5340 1.9879 -1.8171 -0.753 0.546 0.430 1.76
C 0.1473 3.4151 -1.5661 1.061 0.515 -0.720 1.11
C 0.0895 4.5886 -2.5500 -0.194 0.134 -0.184 -1.78
C 1.4509 2.6386 -1.8063 0.148 -0.062 -1.299 -1.39
C 0.1482 3.9364 -0.1200 -0.772 -0.119 0.402 -1.12
C -1.6572 0.3897 -3.3523 0.572 -0.174 -1.802 2.16
C -2.6192 -0.7033 -2.8594 0.063 0.170 0.131 -2.00
C -2.1055 0.9082 -4.7230 -0.389 0.268 -0.102 -1.78
C -0.2550 -0.2216 -3.4949 -2.469 0.018 -2.132 -1.98
H -5.5174 2.9833 -2.2141 0.498 -0.203 0.081 0.55
H -4.6324 1.8000 -1.1804 -0.080 0.404 -0.661 -0.05
H -4.5914 1.6664 -2.9771 -0.053 0.204 0.346 0.21
H -4.2408 4.6570 -3.6031 0.366 -0.319 0.172 0.45
H -3.2714 3.3738 -4.3669 -0.041 0.191 0.309 0.24
H -2.4624 4.7304 -3.5661 -0.291 -0.223 0.070 0.22
H -4.3871 4.8783 -1.0952 0.393 -0.377 -0.025 0.45
H -2.6107 4.9872 -1.0162 -0.337 -0.275 0.106 0.27
H -3.4706 3.7479 -0.0302 0.003 0.383 -0.430 0.28
H 0.0392 4.2161 -3.5952 0.033 0.361 0.533 0.33
H 0.9918 5.2293 -2.4445 -0.358 -0.416 -0.036 0.46
H -0.7788 5.2354 -2.3389 0.246 -0.177 -0.225 0.28
H 1.4921 2.2642 -2.8478 0.056 0.244 0.353 0.30
H 1.5281 1.7745 -1.1149 0.363 0.950 -1.077 0.25
H 2.3356 3.2922 -1.6451 -0.486 -0.184 0.049 0.42
H -0.7761 4.4960 0.1107 0.347 -0.061 -0.092 0.24
H 1.0122 4.6138 0.0536 -0.372 -0.426 -0.232 0.42
H 0.2183 3.0875 0.5934 0.108 0.702 -0.416 0.05
H -3.6446 -0.3133 -2.7289 0.257 -0.253 -0.176 0.24
H -2.2791 -1.0993 -1.8787 0.061 -0.233 -0.946 0.62
H -2.6617 -1.5458 -3.5831 0.174 0.509 0.349 0.52
H -3.1512 1.2575 -4.6876 0.310 0.088 -0.191 0.34
H -2.0718 0.0924 -5.4774 0.112 0.343 0.433 0.45
H -1.4421 1.7323 -5.0616 -0.460 -0.474 0.085 0.32
H 0.1088 -0.6049 -2.5195 -1.517 -0.372 -2.184 0.74
H 0.4614 0.5359 -3.8680 -0.275 -0.462 0.281 0.25
H -0.2637 -1.0659 -4.2180 -0.318 0.445 0.061 0.42
F 1.1423 -0.3341 -1.8715 3.994 0.548 5.332 -0.62
H 1.2852 1.5896 0.1534 -0.322 -1.122 2.253 0.03
```
Forces are in eV/Å.

C25H39N4ORhS2 | ωB97M-V/def2-TZVPD

The electronic energy is -59230.42477 eV. The energy relative to the best compared isomer or geometry (same formula, charge and spin) is 0.000 eV. The charge is +2. The calculation puts the gap between HOMO and LUMO at 6.38 eV.

Geometry as XYZ:
```
72
Properties=species:S:1:pos:R:3:forces:R:3:mulliken_charge:R:1
Rh -0.1951 0.6565 0.4704 -0.244 -0.442 -0.175 0.58
C -0.8130 -2.2559 -0.1931 0.089 -0.121 0.095 -2.24
N -1.0022 -0.8358 -0.4985 -0.214 0.255 -0.179 0.76
C -1.7224 -0.4707 -1.5337 0.083 -0.285 -0.027 -0.27
C -1.7260 0.8705 -1.8797 -0.104 0.157 -0.102 0.49
C -2.3617 1.6751 -2.8352 0.063 0.093 0.047 -1.00
C -1.9661 2.9807 -2.5618 -0.019 -0.050 -0.053 -0.67
C -1.1107 2.9343 -1.4515 0.039 -0.057 0.036 -0.58
N -0.9636 1.6651 -1.0494 0.047 0.194 0.075 0.26
C -2.0864 -2.9484 0.2332 -0.030 0.097 0.058 0.98
C -2.9858 -2.3136 1.0870 -0.015 -0.024 -0.031 -0.17
C -4.1255 -2.9733 1.5207 0.009 -0.011 -0.007 -0.81
C -4.3722 -4.2763 1.1058 -0.014 0.025 0.012 -0.48
C -3.4824 -4.9094 0.2525 0.025 -0.013 -0.024 -0.66
C -2.3437 -4.2460 -0.1872 0.010 -0.028 0.012 -0.54
H -0.0697 -2.3288 0.5962 0.112 0.047 0.042 0.65
H -0.3702 -2.7520 -1.0609 -0.071 0.008 -0.022 0.43
H -2.2691 -1.2255 -2.0925 0.016 -0.037 0.050 0.49
H -3.0433 1.3432 -3.6020 0.006 0.005 0.004 0.53
H -2.2692 3.8722 -3.0854 0.007 0.006 0.014 0.51
H -0.6120 3.7531 -0.9549 -0.003 0.002 0.019 0.53
H -2.8114 -1.2882 1.3956 0.003 0.019 0.009 0.47
H -4.8275 -2.4705 2.1732 0.001 -0.001 -0.005 0.43
H -5.2640 -4.7906 1.4373 0.004 0.000 0.004 0.43
H -3.6768 -5.9199 -0.0809 0.002 0.004 -0.001 0.42
H -1.6533 -4.7461 -0.8567 -0.007 0.000 -0.002 0.41
O -0.0668 -0.1587 2.3423 0.153 -0.089 0.221 -0.74
S 0.1755 -1.5182 3.0738 0.013 0.248 -0.206 0.50
C -1.2783 -1.6800 4.1581 0.035 0.034 0.023 -0.58
C -0.7837 -1.5479 5.5997 -0.016 0.013 -0.010 -0.72
C 0.3995 -0.5859 5.5660 0.013 -0.028 0.007 -0.53
C 1.2850 -1.0902 4.4335 -0.013 -0.007 0.004 -0.78
H -1.7817 -2.6150 3.9220 -0.007 0.002 -0.003 0.47
H -1.9091 -0.8412 3.8594 -0.009 -0.019 -0.008 0.34
H -0.4699 -2.5205 5.9814 0.002 -0.003 -0.002 0.32
H -1.5911 -1.1912 6.2373 -0.001 -0.004 -0.004 0.35
H 0.9488 -0.5775 6.5061 0.004 0.007 -0.004 0.40
H 0.0679 0.4333 5.3618 -0.006 0.000 -0.007 0.26
H 1.7933 -2.0214 4.6949 0.003 0.005 0.003 0.44
H 2.0152 -0.3850 4.0397 0.006 -0.007 -0.008 0.42
C 4.8510 5.0900 -2.3205 0.004 -0.043 0.028 -1.21
C 5.0178 3.6886 -1.7399 -0.008 0.025 -0.007 -0.05
C 4.1181 3.4038 -0.5371 0.022 0.000 -0.020 -0.56
C 2.6323 3.5920 -0.8153 0.023 0.010 0.014 -1.10
N 2.1737 2.7995 -1.9683 0.056 0.032 0.076 0.06
C 1.7394 1.5556 -1.9698 -0.066 -0.033 -0.125 0.16
S 1.8163 0.5964 -0.4708 0.028 0.019 0.150 -0.16
N 1.3165 1.0085 -3.0955 0.063 -0.019 0.015 0.10
C 1.2165 -0.4280 -3.3930 0.024 -0.053 0.027 -0.33
C 2.5536 -1.0698 -3.7471 0.013 0.022 0.002 -0.57
C 3.2276 -0.5737 -5.0272 0.008 0.015 0.004 -0.67
C 3.8804 0.8062 -4.9417 -0.020 -0.029 0.003 -0.90
H 5.5767 5.2684 -3.1121 -0.004 0.010 -0.001 0.39
H 5.0009 5.8525 -1.5543 -0.004 0.006 -0.008 0.30
H 3.8597 5.2514 -2.7544 0.005 0.009 -0.006 0.28
H 6.0525 3.5496 -1.4246 0.002 -0.007 -0.005 0.40
H 4.8456 2.9386 -2.5191 0.000 -0.008 0.002 -0.09
H 4.3785 4.0755 0.2848 -0.009 0.000 0.004 0.44
H 4.2871 2.3849 -0.1773 -0.002 0.002 0.002 0.25
H 2.4129 4.6312 -1.0567 -0.028 -0.006 -0.008 0.62
H 2.0329 3.3189 0.0502 -0.006 -0.002 -0.003 0.36
H 2.3049 3.2391 -2.8712 -0.016 -0.011 -0.012 0.33
H 1.2837 1.6157 -3.9037 -0.007 0.013 0.003 0.47
H 0.5098 -0.5210 -4.2181 -0.012 0.019 0.015 0.57
H 0.7881 -0.9207 -2.5232 -0.037 0.022 -0.010 -0.34
H 2.3598 -2.1409 -3.8437 -0.003 -0.002 0.008 0.47
H 3.2360 -0.9570 -2.8974 0.001 -0.003 -0.004 0.22
H 2.5132 -0.6038 -5.8552 0.000 0.001 0.002 0.31
H 4.0046 -1.2956 -5.2823 -0.004 -0.003 -0.006 0.37
H 3.1583 1.6274 -4.9394 0.003 0.001 0.000 0.17
H 4.5266 0.9750 -5.8018 0.001 0.007 0.003 0.44
H 4.4992 0.8908 -4.0449 0.002 0.012 0.003 0.18
```
Forces are in eV/Å.

C25H40BFeO4 | ωB97M-V/def2-TZVPD

The electronic energy is -69823.92503 eV. The energy relative to the best compared isomer or geometry (same formula, charge and spin) is 0.000 eV. The charge is -1. The calculation puts the gap between HOMO and LUMO (spin up / spin down) at 1.57 / 7.10 eV. Its spin multiplicity is 5.

Geometry as XYZ:
```
71
Properties=species:S:1:pos:R:3:forces:R:3:mulliken_charge:R:1
O -1.1538 2.7554 0.4911 0.666 2.671 -0.944 0.31
C 0.0358 3.5988 0.2419 0.818 -0.542 -0.096 -0.46
C -0.7419 4.8572 -0.0794 -0.176 -0.371 0.087 -2.22
H 0.6202 3.2233 -0.6075 -0.061 -0.037 0.449 -0.91
H 0.6541 3.7104 1.1381 0.035 -0.304 -0.238 0.89
C -1.9496 3.9669 0.2672 -0.987 1.064 -0.120 3.11
H -0.6814 5.1584 -1.1348 -0.076 0.022 0.428 0.33
H -0.5607 5.6976 0.6055 -0.125 -0.244 -0.362 0.29
C -2.9162 3.8421 -0.8845 -0.492 -0.088 -0.073 -2.67
H -2.3939 3.5332 -1.7982 -0.153 -0.030 0.139 0.26
H -3.4057 4.8115 -1.0823 0.282 -0.292 0.133 0.36
H -3.7036 3.1212 -0.6281 0.085 0.109 -0.234 0.37
C -2.6507 4.4208 1.5324 -0.305 -0.084 0.145 -2.18
H -1.9221 4.6634 2.3150 -0.152 -0.145 -0.052 0.35
H -3.3305 3.6335 1.8880 0.152 0.163 0.027 0.21
H -3.2544 5.3236 1.3313 0.290 -0.312 0.028 0.41
Fe -1.4066 0.4940 1.2579 -0.313 1.910 -2.782 2.37
C -1.6793 -0.1297 3.2339 1.069 0.226 2.058 -0.98
C -0.5317 -0.7714 2.6547 0.080 0.298 1.410 -0.19
C 0.3684 0.2449 2.1772 0.458 0.445 1.299 0.28
H -0.3072 -1.8379 2.6844 -0.347 0.286 -0.285 0.42
C -0.2126 1.5181 2.5151 0.561 -0.649 2.059 -0.08
C -1.5130 1.2880 3.1132 1.085 -0.372 1.620 0.13
H -2.1860 2.0585 3.4902 0.204 -0.359 -0.171 0.47
H -2.5132 -0.6246 3.7318 0.209 0.140 -0.434 0.31
H 1.3592 0.0890 1.7476 -0.431 0.018 0.125 0.46
H 0.3233 2.4599 2.5124 -0.373 -0.229 -0.380 0.43
C -2.5349 -1.2161 0.8815 -1.751 -0.168 -1.093 -1.90
C -3.2059 -0.0232 0.4496 0.196 -1.177 -0.783 -1.22
C -2.3395 0.6066 -0.5372 0.348 -1.938 -0.482 -2.40
H -4.1742 0.3529 0.7678 0.263 -0.111 0.050 0.53
C -1.1239 -0.1775 -0.6058 -1.069 0.334 -1.517 -0.95
C -1.4712 -1.5620 -0.1314 -0.114 -0.757 -0.420 1.87
H -1.9775 -2.0981 -0.9618 -0.156 -0.077 -0.261 0.38
H -2.9467 -1.9690 1.5500 0.040 0.367 -0.037 0.60
H -2.5982 1.4334 -1.1761 0.237 0.157 0.458 0.87
H -0.2987 0.0104 -1.2841 -0.360 -0.061 0.052 0.86
O 1.9139 2.2664 -4.2214 0.506 -0.266 1.297 -0.24
C 1.0509 1.4986 -3.3520 -0.498 0.080 -0.251 -0.57
C 1.7604 1.2210 -2.0037 0.355 0.082 -0.561 1.96
H 0.7734 0.5632 -3.8766 0.165 0.370 0.252 0.17
H 0.1150 2.0819 -3.2129 0.448 -0.250 0.002 0.16
C 3.0336 2.1046 -2.0494 -0.657 0.318 -0.344 -1.32
H 2.0218 0.1559 -1.9230 -0.088 0.310 0.026 0.00
H 1.1195 1.4779 -1.1552 0.229 -0.195 -0.202 -1.17
C 3.1574 2.5435 -3.5267 0.042 -0.251 -0.373 -0.61
H 3.9157 1.5554 -1.7212 -0.006 0.108 0.033 0.49
H 2.8981 2.9913 -1.4128 0.133 -0.277 -0.101 0.36
H 3.9744 1.9843 -4.0239 -0.345 0.181 0.108 0.29
H 3.3728 3.6183 -3.6370 -0.093 -0.307 0.091 0.41
C 2.5412 -3.1922 1.3303 -0.020 0.054 0.227 -2.18
C 1.7268 -3.5242 0.0843 -0.014 -0.154 0.158 3.54
C 2.6871 -3.8072 -1.0541 0.022 -0.290 -0.282 -2.36
O 0.9563 -2.3522 -0.2756 -0.311 -0.746 0.328 0.13
B -0.3344 -2.5881 0.1453 -0.253 0.739 0.168 -2.15
O -0.5636 -3.8419 0.6761 0.600 0.176 -0.363 -0.68
C 0.6053 -4.6297 0.3479 0.185 -0.004 -0.239 2.07
C 0.2866 -5.4634 -0.8954 -0.045 -0.055 -0.177 -2.03
C 0.8609 -5.5910 1.4895 0.313 -0.098 0.264 -2.08
H 1.9028 -3.0399 2.2113 0.150 0.012 -0.199 0.22
H 3.1108 -2.2704 1.1571 -0.158 -0.183 -0.007 0.31
H 3.2578 -3.9965 1.5434 -0.192 0.140 0.047 0.42
H 3.3210 -2.9302 -1.2278 -0.146 -0.130 0.097 0.42
H 3.3410 -4.6517 -0.8023 -0.113 0.091 -0.080 0.35
H 2.1594 -4.0355 -1.9870 0.134 0.085 0.175 0.20
H 1.1258 -6.1298 -1.1434 -0.178 0.221 0.032 0.40
H -0.5889 -6.0948 -0.6941 0.161 0.211 -0.004 0.44
H 0.0616 -4.8413 -1.7702 0.043 -0.062 0.173 0.24
H 0.9996 -5.0746 2.4438 -0.013 -0.073 -0.154 0.21
H 0.0082 -6.2731 1.5899 0.130 0.175 -0.037 0.48
H 1.7519 -6.1984 1.2800 -0.127 0.126 0.093 0.36
```
Forces are in eV/Å.

Q: What is the electronic energy in the third record?
A: -69823.92503 eV

Q: Among the records above, which one has the lowest charge?
A: C25H40BFeO4

Q: What is the electronic energy in the second record?
A: -59230.42477 eV

Q: The lowest electronic energy belongs to which entry?
A: C25H40BFeO4